110
Properties=species:S:1:pos:R:3:forces:R:3:lowdin_charge:R:1 method="wB97M-V/def2-TZVPD" largest_force_ev_per_a=17.78 homo_ev=-6.62 orbital_gap_ev=6.6 charge=0 lumo_ev=0.0 total_energy_ev=-57752.570
C -2.602 2.751 0.563 0.7 0.5 -4.0 -0.059
C -1.918 2.757 -0.766 -3.8 3.1 1.2 -0.275
O -1.279 1.813 -1.172 -5.2 16.9 -1.2 0.000
C -2.372 3.872 -1.665 0.9 1.0 -0.3 0.032
H -3.673 2.917 0.446 0.9 1.0 -0.2 0.094
H -2.139 3.584 1.093 -0.8 -0.2 -0.3 0.116
H -2.605 1.817 1.124 0.6 0.9 -3.8 0.043
H -1.848 4.814 -1.507 -0.4 0.3 0.7 0.103
H -3.455 3.880 -1.547 0.2 0.6 0.1 0.106
H -2.112 3.662 -2.703 -0.7 0.2 0.3 0.073
C -0.229 -0.814 -4.071 3.6 -4.5 -0.7 -0.072
C 0.309 -2.028 -3.282 -0.2 -0.9 0.2 -0.285
O 0.723 -1.934 -2.097 -1.1 -0.1 -10.3 -0.099
C 0.264 -3.411 -3.849 0.2 -0.4 0.0 0.004
H -1.311 -0.692 -4.119 0.1 -1.4 0.9 0.100
H -0.081 -0.729 -5.148 1.0 -1.0 -0.2 0.124
H 0.377 -0.025 -3.624 0.8 -1.6 -1.1 0.051
H 0.880 -3.481 -4.746 0.3 0.0 0.1 0.095
H -0.703 -3.773 -4.198 -0.4 0.5 0.1 0.097
H 0.599 -4.081 -3.057 0.3 -0.2 -0.3 0.088
C -0.282 -4.721 1.295 -0.7 -0.9 -0.9 0.017
C 0.248 -3.917 0.117 -0.4 -0.3 0.6 -0.412
O 1.427 -3.842 -0.102 0.6 -3.8 -1.7 0.024
C -0.754 -3.123 -0.683 -2.1 -0.9 0.0 0.018
H -0.145 -5.771 1.035 0.0 -0.2 -0.1 0.100
H -1.353 -4.536 1.387 0.4 -0.5 -0.1 0.053
H 0.182 -4.589 2.273 0.3 0.2 -0.5 0.094
H -1.629 -2.928 -0.063 -0.2 -0.5 -0.3 0.101
H -0.993 -3.689 -1.582 -0.5 -0.7 0.2 0.104
H -0.515 -2.182 -1.179 -0.4 -0.9 1.4 0.062
C -0.755 2.479 2.344 -2.8 -1.5 1.5 -0.047
C -2.051 1.740 2.582 1.2 -1.4 5.1 -0.473
O -3.153 2.240 2.529 -1.6 0.2 4.4 0.009
C -1.903 0.281 2.995 0.1 2.3 0.1 0.007
H -0.180 2.002 1.550 -0.5 -0.6 0.6 0.095
H -0.187 2.430 3.273 0.1 0.1 0.0 0.126
H -1.004 3.495 2.037 -0.1 -1.0 1.8 0.068
H -0.875 0.156 3.337 -0.1 -0.5 -0.1 0.099
H -2.013 -0.167 2.007 -0.3 -0.2 1.0 0.051
H -2.623 -0.012 3.759 -0.1 0.1 -0.3 0.112
C -2.864 0.164 -0.758 -1.7 -0.3 -0.5 0.028
C -3.983 1.111 -1.194 0.4 -0.7 -2.4 -0.410
O -3.995 1.618 -2.334 0.1 -1.0 2.2 0.062
C -5.126 1.352 -0.276 -0.3 0.2 -0.5 0.003
H -3.087 -0.881 -0.969 -0.6 -0.1 0.3 0.126
H -2.598 0.305 0.290 -0.6 -0.5 -0.5 0.088
H -1.920 0.360 -1.267 -3.8 -3.1 -1.0 0.045
H -5.837 1.867 -0.922 -0.4 0.0 0.5 0.099
H -4.795 2.006 0.531 -0.9 -0.7 0.1 0.064
H -5.508 0.407 0.109 -0.1 0.1 0.1 0.103
C 3.184 0.545 3.756 -1.1 1.2 -0.6 0.020
C 2.520 0.571 2.367 -0.8 -2.6 1.0 -0.417
O 1.386 0.158 2.140 1.1 1.6 1.3 0.065
C 3.312 1.097 1.211 -0.9 -0.7 0.4 -0.033
H 2.580 0.190 4.592 0.0 -1.1 -0.6 0.092
H 3.135 1.603 4.013 0.8 0.6 0.0 0.079
H 4.223 0.218 3.704 -0.2 -0.1 0.2 0.092
H 3.363 2.143 1.515 1.3 0.1 -0.3 0.111
H 2.593 1.037 0.394 0.7 -1.0 0.7 0.046
H 4.162 0.532 0.829 0.6 0.6 0.8 0.120
C -0.159 0.367 -0.906 4.6 -8.7 1.7 -0.079
C -0.120 -0.730 0.110 2.4 0.1 -1.2 -0.263
O -1.073 -0.951 0.877 0.4 2.7 -4.2 -0.081
C 1.174 -1.521 0.083 -2.1 2.8 2.7 -0.109
H 0.070 0.033 -1.918 -0.2 -0.2 1.2 0.082
H 0.609 1.101 -0.662 -2.9 -2.3 0.5 0.044
H -1.127 0.866 -0.967 4.0 -6.4 3.6 -0.208
H 1.955 -0.872 0.480 -1.4 0.0 -0.8 0.066
H 1.339 -1.764 -0.966 1.5 0.5 3.5 0.013
H 1.051 -2.419 0.689 -0.1 3.3 0.0 0.035
C 1.495 5.359 -0.275 -0.1 -1.8 -0.2 0.010
C 1.167 3.921 0.240 0.3 -0.5 -0.8 -0.337
O 0.369 3.728 1.132 3.5 3.3 -2.8 -0.037
C 1.840 2.707 -0.465 0.5 3.9 -0.4 -0.021
H 1.736 5.240 -1.332 -0.2 0.4 -0.1 0.070
H 2.405 5.747 0.182 -0.2 0.1 0.3 0.085
H 0.600 5.961 -0.120 0.4 0.2 0.1 0.083
H 1.259 1.808 -0.669 1.5 3.0 0.4 0.007
H 2.683 2.376 0.140 -0.7 1.7 -1.3 0.031
H 2.202 3.136 -1.399 0.1 -0.4 -0.2 0.091
C -1.678 -2.591 2.789 -0.5 0.6 -0.7 -0.048
O -0.358 -2.243 2.368 -9.5 -2.7 -4.7 -0.129
H -2.099 -3.465 2.293 0.1 0.1 0.1 0.064
H -1.647 -2.825 3.853 -0.1 0.3 0.2 0.121
H -2.353 -1.772 2.542 0.0 -0.6 0.6 0.069
H -0.362 -1.418 1.877 -0.2 0.5 0.1 -0.015
C 2.375 0.373 -2.185 1.4 -0.2 -0.3 -0.133
O 3.342 -0.598 -1.808 0.5 -0.1 -0.8 -0.094
H 2.866 1.346 -2.208 -0.2 0.0 0.3 0.091
H 2.073 0.191 -3.217 -0.1 0.1 0.0 0.096
H 1.528 0.248 -1.510 1.5 0.4 -0.9 0.025
H 3.219 -1.291 -2.461 0.4 -0.4 0.3 0.083
C 1.994 -2.972 2.811 0.1 -0.7 1.5 -0.181
O 1.016 -2.402 3.606 8.5 -0.7 7.1 -0.107
H 1.731 -3.115 1.763 -0.5 0.3 1.5 0.025
H 2.929 -2.420 2.903 -0.5 -0.4 0.2 0.082
H 2.128 -4.029 3.041 0.8 -0.5 0.7 0.095
H 0.214 -2.677 3.155 0.8 -0.9 1.9 -0.215
C -1.327 1.064 -3.862 -1.0 4.5 2.5 -0.198
O -1.262 2.368 -3.323 0.6 1.2 -4.6 -0.131
H -0.603 0.482 -3.291 -3.4 3.4 0.3 -0.009
H -2.351 0.726 -3.701 -0.2 -0.5 -0.3 0.101
H -1.051 1.103 -4.916 -0.1 0.1 0.1 0.118
H -1.170 2.326 -2.368 0.7 -0.8 -1.5 -0.060
C 3.408 -2.112 0.752 0.9 -1.4 -0.4 -0.207
O 4.325 -2.716 1.640 1.5 -0.1 -0.5 -0.102
H 3.333 -1.069 1.060 0.2 -0.7 -0.5 0.049
H 3.715 -2.310 -0.275 0.3 0.7 -0.1 0.111
H 2.449 -2.628 0.793 2.7 0.8 0.0 0.010
H 5.130 -2.317 1.302 0.7 -0.5 0.5 0.082